[1]
Entry from the OMol25 dataset: C8H8N2O2S in the gas phase at a distorted geometry (wB97M-V/def2-TZVPD).

Calculated values
* energy above the lowest of the compared OMol25 structures with the same formula, charge and spin: 100.5 kJ/mol
* HOMO level: -0.316 Eh
* gap between HOMO and LUMO: 9.07 eV
* E: -967.77756 Ha

ORCA input file:
```
! wB97M-V def2-TZVPD RIJCOSX def2/J DEFGRID3
* xyz 0 1
H -4.45 -1.14 0.58
N -3.64 -1.71 0.37
C -2.61 -1.12 0.04
C -1.30 -1.72 -0.32
C -0.14 -0.77 -0.17
C 1.18 -1.20 -0.10
C 2.19 -0.24 0.01
C 1.91 1.11 0.04
C 0.58 1.57 -0.01
N 0.24 2.89 -0.02
C -0.37 0.58 -0.14
S -2.48 0.75 -0.07
O -2.91 1.36 1.16
O -3.05 1.24 -1.30
H -1.36 -2.03 -1.37
H -1.14 -2.63 0.26
H 1.42 -2.25 -0.11
H 3.21 -0.57 0.07
H 2.71 1.83 0.13
H 0.91 3.56 0.31
H -0.73 3.10 0.16
*
```


[2]
Entry from the OMol25 dataset: a molecular structure, C36H37BrF3GeIN3O7SeTi (wB97M-V/def2-TZVPD).

Calculated values
* energy above the lowest of the compared OMol25 structures with the same formula, charge and spin: 247.1 kJ/mol
* HOMO level (spin up / spin down): -0.057 / -0.101 Eh
* gap between HOMO and LUMO (spin up / spin down): 5.40 / 6.60 eV
* E: -10584.28750 Ha
* ⟨S²⟩: 0.81

ORCA input file:
```
! wB97M-V def2-TZVPD RIJCOSX def2/J DEFGRID3
* xyz -2 2
Ti 0.08 -1.44 0.39
C -3.67 -2.07 1.93
C -3.41 -0.63 2.24
N -4.44 0.11 2.63
C -4.25 1.38 2.98
C -3.00 1.97 3.04
C -2.81 3.38 3.54
O -2.10 3.46 4.78
C -1.91 1.20 2.66
C -0.50 1.65 2.72
N 0.29 0.92 3.39
C 1.68 1.02 3.31
C 2.46 2.00 3.86
C 3.86 2.08 3.53
C 4.51 1.17 2.78
C 3.77 -0.04 2.30
C 2.29 0.04 2.50
I 0.70 -3.36 2.45
C -2.11 -0.09 2.15
O -1.11 -0.73 1.58
H -4.20 -2.52 2.77
H -2.74 -2.61 1.76
H -4.29 -2.16 1.04
H -5.13 1.94 3.27
H -3.79 3.83 3.73
H -2.30 3.99 2.78
H -1.45 2.75 4.80
H -0.16 2.51 2.13
H 2.01 2.78 4.48
H 4.42 2.93 3.92
H 5.56 1.28 2.56
H 4.19 -0.97 2.68
O -1.22 -2.82 -0.26
C -2.27 -2.61 -0.96
O -2.88 -1.55 -1.11
H -2.64 -3.51 -1.48
F 5.92 0.78 -4.88
C 6.25 1.43 -3.74
F 7.59 1.28 -3.60
F 6.04 2.74 -4.00
C 5.49 0.95 -2.55
C 6.12 0.32 -1.49
C 5.39 -0.10 -0.40
C 4.00 0.08 -0.34
C 3.38 0.74 -1.42
C 4.11 1.16 -2.51
C 3.26 -0.27 0.84
C 1.92 -0.45 1.19
H 7.19 0.16 -1.52
H 5.88 -0.60 0.43
H 2.32 0.94 -1.36
H 3.61 1.66 -3.33
Br 5.66 -5.39 1.01
C 4.36 -5.38 -0.37
C 4.42 -6.37 -1.34
N 3.54 -6.43 -2.35
C 2.60 -5.49 -2.39
C 2.48 -4.47 -1.46
C 3.38 -4.42 -0.41
C 1.38 -3.42 -1.60
O 0.63 -3.47 -2.56
O 1.41 -2.57 -0.64
H 5.19 -7.13 -1.31
H 1.89 -5.54 -3.21
H 3.27 -3.65 0.35
C -5.85 0.09 -0.39
Ge -5.37 1.53 -1.60
C -6.92 2.74 -1.84
C -4.90 0.78 -3.34
C -3.89 2.64 -0.95
Se -2.23 1.59 -0.97
C -1.02 3.10 -0.72
H -6.77 -0.39 -0.71
H -5.96 0.43 0.64
H -5.04 -0.65 -0.41
H -7.77 2.19 -2.26
H -6.67 3.55 -2.52
H -7.23 3.17 -0.89
H -5.72 0.18 -3.75
H -4.03 0.14 -3.21
H -4.64 1.57 -4.06
H -4.08 2.98 0.07
H -3.78 3.50 -1.61
H -0.93 3.68 -1.64
H -0.05 2.68 -0.45
H -1.39 3.73 0.09
C 0.44 -0.32 -2.32
O 0.05 -0.26 -0.97
H 0.39 0.68 -2.77
H -0.21 -0.99 -2.87
H 1.46 -0.70 -2.41
*
```


[3]
Entry from the OMol25 dataset: C11H14 in the gas phase at a distorted geometry (wB97M-V/def2-TZVPD).

Calculated values
* energy above the lowest of the compared OMol25 structures with the same formula, charge and spin: 183.7 kJ/mol
* HOMO level: -0.321 Eh
* gap between HOMO and LUMO: 9.62 eV
* E: -427.41183 Ha

ORCA input file:
```
! wB97M-V def2-TZVPD RIJCOSX def2/J DEFGRID3
* xyz 0 1
C 3.24 -0.43 -0.14
C 2.92 0.97 -0.12
C 2.24 -1.35 0.15
C 1.58 1.41 -0.10
C 0.92 -0.90 0.23
C 0.61 0.41 0.01
C -1.12 -1.03 0.51
C -0.88 0.47 0.16
C -1.67 -2.07 -0.41
C -1.53 0.96 -1.15
C -1.39 1.26 1.33
H 4.20 -0.87 -0.32
H 3.71 1.81 -0.08
H 2.53 -2.39 0.26
H 1.32 2.41 -0.08
H -1.37 -1.09 1.63
H -1.75 -1.70 -1.44
H -2.74 -2.21 -0.09
H -1.18 -3.10 -0.49
H -1.92 2.02 -1.18
H -2.46 0.37 -1.41
H -0.84 0.87 -1.96
H -0.89 0.83 2.33
H -2.48 1.15 1.27
H -1.03 2.22 1.07
*
```


[4]
Entry from the OMol25 dataset: C3H5NO2 in the gas phase at a distorted geometry (wB97M-V/def2-TZVPD).

Calculated values
* energy above the lowest of the compared OMol25 structures with the same formula, charge and spin: 236.8 kJ/mol
* HOMO level: -0.377 Eh
* gap between HOMO and LUMO: 11.18 eV
* E: -322.48413 Ha

ORCA input file:
```
! wB97M-V def2-TZVPD RIJCOSX def2/J DEFGRID3
* xyz 0 1
H -1.49 -0.02 2.39
N -1.19 0.50 1.60
C -0.42 0.02 0.72
C -0.05 1.02 -0.31
O 0.16 0.19 -1.47
C 0.71 -0.98 -0.91
O 0.03 -1.20 0.35
H -0.96 1.62 -0.01
H 0.87 1.58 -0.10
H 0.53 -1.84 -1.56
H 1.78 -0.89 -0.69
*
```